No. 1
Formula: C20H33N3O4
Source: OMol25
Level of theory: wB97M-V/def2-TZVPD

Element x y z (Å)
C  1.41  -3.55  -0.67
H  -1.68  -0.70  5.24
H  -0.81  -0.25  -1.80
C  5.48  0.74  -5.79
C  0.70  0.95  -0.15
C  -0.86  -0.32  3.25
C  -0.31  0.62  -2.26
H  6.78  -1.59  -5.15
H  -6.25  3.10  6.26
O  1.65  -3.26  -2.00
H  -0.09  -2.28  3.77
C  -4.55  2.95  4.97
H  -6.39  1.83  5.05
H  -6.71  3.55  3.26
C  -6.06  2.86  5.21
H  -2.10  1.73  -2.67
H  5.34  -2.44  -4.60
C  -0.80  -1.84  3.06
C  -1.25  1.32  -3.21
H  3.94  -0.45  -5.03
C  5.40  -2.13  -6.73
H  0.97  1.77  0.52
C  1.98  0.16  -0.48
C  5.70  -1.69  -5.30
C  -1.68  0.08  4.48
H  2.47  0.61  -1.35
H  -6.55  4.83  4.45
H  2.67  0.27  0.37
H  -7.92  3.73  4.53
O  1.26  -4.66  -0.26
N  1.04  -2.20  1.45
C  -0.43  -2.28  1.65
C  1.40  -2.27  0.10
H  -1.32  0.11  2.36
H  -2.71  0.28  4.18
C  1.78  -1.29  -0.73
H  -1.30  1.00  4.91
O  2.47  -1.45  -3.05
C  5.02  -0.36  -4.94
H  0.57  0.25  -2.80
O  0.07  1.54  -1.25
H  -0.79  -3.29  1.45
H  -4.01  2.28  5.64
H  5.79  -1.40  -7.45
C  -6.86  3.80  4.31
H  -1.62  0.61  -3.96
H  -0.89  -1.61  0.92
H  -0.73  2.13  -3.73
H  -1.78  -2.26  3.30
H  -0.01  0.31  0.40
C  2.02  -1.93  -2.05
N  -3.92  2.28  2.53
H  5.23  -0.09  -3.90
C  -4.19  2.58  3.60
N  5.83  1.59  -6.46
H  -4.19  3.96  5.15
H  1.44  -3.01  1.91
H  4.33  -2.23  -6.89
H  5.87  -3.09  -6.94
H  0.15  0.08  3.33

Values from the calculation:
Max |F| ... 0.43 eV Å⁻¹
E_HOMO ... -9.88 eV
Net charge ... 0
Kohn-Sham gap ... 0.335 Ha
E ... -33935.0874 eV

***

No. 2
Formula: H43O21
Source: OMol25
Level of theory: wB97M-V/def2-TZVPD

Element x y z (Å)
H  3.68  -0.38  -0.61
H  0.47  2.61  -1.29
H  -1.00  -1.35  -4.28
O  -0.73  3.70  1.84
H  -1.63  2.75  0.09
H  -0.03  1.12  -3.20
H  -3.87  -1.69  1.94
H  3.54  2.66  -3.06
O  -3.44  1.65  2.68
O  -0.43  -0.93  -3.61
H  1.51  -3.97  -2.28
H  -0.17  -0.63  2.42
H  -0.08  -4.45  3.53
O  -1.90  -2.47  -0.54
H  2.67  -0.79  -2.11
H  -2.98  1.32  3.47
O  3.69  0.61  -0.72
H  -0.71  -3.17  3.05
O  -0.15  -0.28  3.32
O  -2.90  -0.03  -4.54
H  -2.33  0.69  -4.25
H  3.45  0.15  2.71
H  3.74  2.54  -1.65
H  -2.30  -0.36  0.95
O  -1.63  0.16  0.48
H  -4.00  0.86  2.57
H  2.53  2.11  1.03
O  -0.73  -4.12  2.89
H  -1.24  -3.16  -0.57
H  -5.07  -0.96  -1.72
H  -2.83  3.65  -0.46
O  -4.90  -1.05  -0.79
H  0.42  0.23  -2.32
O  3.29  3.15  -2.26
H  1.85  3.27  -1.81
H  -1.76  -0.18  -0.41
H  4.24  0.76  0.06
O  1.68  2.60  1.02
H  -3.81  0.18  -4.29
H  -3.34  -2.30  3.28
H  2.68  -0.38  1.69
H  0.95  1.98  0.88
O  2.25  -1.24  3.64
H  0.40  -0.78  -4.10
H  1.35  -0.84  3.69
O  -2.08  3.10  -0.68
O  2.59  -1.88  0.17
H  2.45  -2.12  3.95
H  1.10  -4.61  -0.87
O  2.83  0.51  2.06
H  4.12  -0.50  -2.71
H  -1.18  2.90  2.14
H  -5.63  -0.71  -0.26
H  3.07  -2.10  -0.66
H  1.71  -1.97  -0.23
O  0.33  1.22  -2.30
O  1.35  -3.81  -1.34
O  3.54  -1.16  -2.33
O  -3.51  -1.48  2.81
H  -1.11  4.53  2.13
O  1.07  3.39  -1.15
H  1.35  3.49  -0.09
H  -1.45  -1.66  -0.80
H  -0.98  -0.40  3.78

Values from the calculation:
Max |F| ... 2.07 eV Å⁻¹
E_HOMO (spin up / spin down) ... -2.81 / -10.43 eV
⟨S²⟩ ... 0.751
Net charge ... 0
Kohn-Sham gap (spin up / spin down) ... 0.097 / 0.374 Ha
E ... -43691.0023 eV
Spin multiplicity ... 2

***

No. 3
Formula: C26H50Cl18N2
Source: OMol25
Level of theory: wB97M-V/def2-TZVPD

Element x y z (Å)
C  -0.78  -3.91  -3.69
C  -1.41  1.80  4.98
H  1.61  2.22  -1.91
C  0.91  0.05  0.82
H  1.35  -2.29  6.64
Cl  -3.42  -3.32  -3.92
H  2.03  1.83  -3.51
H  -1.23  -0.06  0.80
H  0.22  -3.63  -3.36
H  5.57  -1.72  -4.25
Cl  -3.30  -0.82  2.44
C  3.89  -1.83  -2.77
H  3.59  3.37  -2.24
H  -0.45  -1.59  0.59
H  2.89  5.93  -1.96
Cl  5.33  4.28  0.68
Cl  -0.54  -0.25  -1.43
C  4.77  -1.12  -3.81
C  2.75  3.83  -2.76
Cl  -1.77  2.86  0.95
H  -3.81  -1.16  -1.98
H  -4.56  -0.96  -0.49
H  1.05  0.09  1.90
Cl  3.69  -0.49  -5.10
H  -3.04  1.29  -3.08
C  1.80  -5.77  -0.95
C  5.63  2.64  1.28
H  1.81  -5.02  1.11
H  3.07  -1.20  -2.45
H  -2.87  -2.44  4.05
Cl  -0.31  -4.56  0.09
C  -4.23  0.94  -1.34
H  4.48  -2.12  -1.90
C  4.86  1.57  0.44
H  -1.61  -2.04  -3.09
H  6.70  2.44  1.34
C  1.71  2.67  -2.90
Cl  -1.02  -5.61  -3.56
H  -0.58  5.00  -0.71
H  4.92  0.66  1.04
H  -3.31  4.71  0.58
C  2.22  5.07  -1.98
H  -1.46  0.99  5.70
C  0.67  -2.62  5.86
Cl  0.07  -2.95  3.17
Cl  5.38  1.37  -1.24
N  -6.86  -1.40  -2.60
C  -1.67  4.96  -0.83
C  1.01  -2.14  4.38
Cl  -4.02  -3.37  0.67
H  5.31  -0.27  -3.39
N  -0.64  3.33  -3.62
Cl  -2.22  6.56  -1.48
H  1.21  5.27  -2.34
C  1.45  -4.73  0.13
H  -2.44  3.11  6.25
H  1.16  -6.65  -0.90
H  -3.90  2.76  -2.55
H  -4.52  -2.43  3.59
C  -1.87  -3.10  -3.00
H  1.94  -3.76  0.02
Cl  3.51  -6.11  -0.75
H  -1.89  5.29  1.35
H  2.03  -2.28  4.02
H  3.14  4.22  -3.70
H  -0.69  -3.71  -4.76
H  -2.07  -3.36  -1.96
H  -4.83  1.45  -3.25
Cl  -1.05  -2.05  6.42
H  -5.08  1.34  -0.80
H  -0.81  3.61  6.29
H  -2.15  -3.63  2.05
C  -3.52  -2.41  3.18
H  1.58  -5.37  -1.94
C  -3.96  1.68  -2.64
H  -1.89  4.23  -1.60
Cl  3.14  -3.34  -3.34
H  -2.19  1.62  4.24
H  0.64  -3.70  5.77
C  -0.39  -0.54  0.31
H  -3.66  -4.51  2.58
H  3.80  1.82  0.41
Cl  0.11  1.65  4.12
Cl  -1.99  4.48  4.43
H  1.04  1.07  0.48
C  -1.56  3.21  5.61
C  -4.60  -0.57  -1.51
C  -2.22  4.60  0.57
Cl  2.33  -0.87  0.18
C  -3.22  -3.58  2.23
C  0.39  3.06  -3.28
H  0.75  -1.08  4.34
C  -5.83  -1.05  -2.15
H  2.13  4.81  -0.93
H  5.23  2.60  2.30
H  -3.40  1.12  -0.65

Values from the calculation:
Max |F| ... 3.43 eV Å⁻¹
E_HOMO ... -10.34 eV
Net charge ... 0
Kohn-Sham gap ... 0.372 Ha
E ... -256157.9858 eV